# 1
DFT (the ωB97M-V functional and the def2-TZVPD basis) results for a structure of composition C14H10F3N3O4RuS3.

```
38
Properties=species:S:1:pos:R:3:forces:R:3
Ru -0.214 0.292 0.042 0.0674 -0.0442 -0.0554
O -1.022 3.166 3.979 -0.0359 0.0098 0.0452
C -0.707 2.421 2.891 0.0540 -0.3268 -0.0680
O -0.921 2.791 1.778 0.1498 0.1818 -0.0031
C -0.061 1.114 3.252 -0.2102 0.3718 -0.0833
C 0.243 0.859 4.574 0.0980 -0.1328 0.1521
C 0.890 -0.324 4.906 -0.0706 0.1398 -0.0649
C 1.207 -1.188 3.884 -0.0238 0.0155 -0.0614
C 0.857 -0.860 2.578 -0.0002 -0.0958 0.0641
N 0.218 0.266 2.252 0.0003 0.0185 -0.1421
C 1.232 -1.839 1.473 0.1063 -0.0693 0.0255
O 1.838 -2.853 1.799 -0.0794 0.0126 -0.0853
O 0.884 -1.484 0.303 0.1042 0.1164 0.1172
H -1.434 3.965 3.620 -0.0029 0.0077 0.0207
H -0.025 1.592 5.318 0.0164 -0.0242 0.0210
H 1.142 -0.551 5.933 -0.0083 0.0097 0.0059
H 1.721 -2.126 4.027 0.0039 -0.0069 0.0060
S -4.744 0.865 -0.430 -0.0914 0.1304 0.1999
C -3.135 0.632 -0.157 0.1063 -0.4159 -0.5167
S -1.881 1.679 -0.768 0.1998 0.0375 0.2287
S -2.386 -0.758 0.557 -0.0464 0.0779 0.1063
N 0.054 -1.875 -5.810 -0.0290 0.0181 0.0390
C -0.024 -1.369 -4.522 0.0010 -0.0226 -0.0722
C 0.304 -0.043 -4.247 0.0083 0.0456 -0.0071
C 0.240 0.416 -2.952 -0.0010 -0.0267 -0.0568
N -0.109 -0.365 -1.925 -0.2396 0.0778 0.0726
C -0.430 -1.638 -2.180 0.0481 0.0244 -0.0427
C -0.395 -2.174 -3.449 -0.0140 -0.0322 0.0369
H -0.018 -1.192 -6.547 0.0120 0.0003 0.0038
H -0.499 -2.698 -5.985 0.0097 -0.0032 0.0061
H 0.599 0.634 -5.039 -0.0046 -0.0018 0.0068
H 0.466 1.445 -2.716 0.0041 0.0006 0.0098
H -0.722 -2.229 -1.327 0.0037 -0.0182 0.0147
H -0.665 -3.212 -3.595 0.0018 0.0087 -0.0021
F 2.474 0.815 -1.090 -0.0316 0.0108 0.0214
C 1.505 1.419 -0.316 -0.0395 -0.0592 0.1216
F 1.321 2.638 -0.946 -0.0247 -0.0221 0.0072
F 2.198 1.766 0.835 -0.0420 -0.0137 -0.0715
```
Forces are in eV/Å.

The spin multiplicity is 2. The HOMO energy (alpha / beta) is -4.40 / -4.39 eV. The value obtained for the lowest unoccupied orbital energy (alpha / beta) is 2.3 / 2.3 eV. The expectation value of S² is 0.76. The charge is -1. The energy above the lowest of the compared OMol25 structures with the same formula, charge and spin comes out at 29.1 kJ/mol.

Atom charges from the natural (NBO) analysis, given in e for atoms 1 to 2: Ru 0.561; O -0.696

=====

# 2
DFT (the ωB97M-V functional and the def2-TZVPD basis) results for an isolated molecule of I3P.

```
4
Properties=species:S:1:pos:R:3:forces:R:3
P -0.035 0.050 -0.495 -0.9836 1.9103 0.6351
I 1.034 -1.951 0.613 1.1741 -2.2177 0.5218
I -2.220 0.081 0.605 0.0359 0.2249 -0.5735
I 1.194 1.859 0.605 -0.2263 0.0825 -0.5835
```
Forces are in eV/Å.

The spin multiplicity is 3. The HOMO energy (alpha / beta) is -6.49 / -9.38 eV. The value obtained for the lowest unoccupied orbital energy (alpha / beta) is -0.8 / -4.1 eV. The expectation value of S² is 2.01.

Atom charges from the natural (NBO) analysis, given in e for atoms 1 to 2: P 0.077; I -0.029

=====

# 3
DFT (the ωB97M-V functional and the def2-TZVPD basis) results for an isolated molecule of C5H11NS.

```
18
Properties=species:S:1:pos:R:3:forces:R:3
C -1.166 0.232 1.162 -0.0551 2.6373 -0.8229
N 0.216 -0.221 1.003 -0.9724 1.3940 0.9586
C 0.973 0.861 0.411 2.4718 -0.9682 2.0854
C 0.476 1.357 -0.881 -0.8592 2.4168 -0.7527
S 0.612 0.069 -2.187 2.6456 2.9243 -1.5046
C -0.003 -1.248 -1.304 -3.0312 -0.9104 2.3141
C 0.257 -1.387 0.231 -1.2728 -1.9650 -0.4591
H -1.906 -0.501 1.419 -0.1244 -0.9211 -0.6535
H -1.427 0.909 0.181 -0.6040 -2.0476 3.0256
H -1.240 0.864 2.061 0.3310 0.4022 -0.4592
H 2.061 0.549 0.581 -1.0287 0.0929 -1.6040
H 1.057 1.683 1.082 -0.8663 0.9163 0.9448
H 0.949 2.460 -0.935 -0.8128 -2.7136 -1.1569
H -0.669 1.546 -0.802 2.3411 0.2194 -0.4000
H -1.131 -1.036 -1.422 1.3398 -1.6879 0.1233
H 0.432 -2.183 -1.651 -0.7834 0.0118 -0.8584
H -0.633 -1.925 0.684 1.2256 -0.3734 -1.0417
H 1.143 -2.029 0.366 0.0555 0.5722 0.2612
```
Forces are in eV/Å.

The spin multiplicity is 1. The SMILES is CN1CCSCC1. The HOMO energy is -7.90 eV. The value obtained for the lowest unoccupied orbital energy is 0.9 eV. The energy above the lowest of the compared OMol25 structures with the same formula, charge and spin comes out at 236.9 kJ/mol.

Atom charges from the natural (NBO) analysis, given in e for atoms 1 to 2: C -0.427; N -0.445

=====

# 4
DFT (the ωB97M-V functional and the def2-TZVPD basis) results for a cluster of 3 separate species, C5H14NO2 in total.

```
22
Properties=species:S:1:pos:R:3:forces:R:3
O -0.659 2.475 -1.641 0.4669 -0.9164 0.8979
C -1.041 1.602 -0.773 -2.6893 0.5336 -1.6770
C -0.455 0.117 -1.133 3.4252 -1.4778 -0.0409
C -0.405 -0.957 0.007 -3.7016 4.4043 2.2440
C -0.142 -2.299 -0.544 1.9295 -1.5972 0.6201
C 0.410 -0.694 1.297 0.6121 -2.0101 -4.3811
N 0.843 0.325 -1.715 -1.4029 0.1953 1.2318
H -2.163 1.551 -0.747 0.5317 -0.0695 0.5819
H -1.025 -0.406 -1.926 -0.3526 1.0006 0.0341
H -1.511 -0.809 0.260 1.0123 -1.0444 0.3435
H -0.348 -3.016 0.257 0.2435 -0.2643 -0.3845
H 0.940 -2.322 -0.821 -0.8295 -0.4724 -0.0061
H -0.759 -2.554 -1.390 -0.2410 0.1783 -0.3149
H 1.551 1.308 -0.064 -0.5784 -0.1492 -0.1188
H 1.441 -0.589 0.952 0.1611 0.2399 0.9856
H 0.270 -1.296 2.207 -0.4535 0.7695 -0.0281
H 0.707 1.218 -2.205 0.3460 0.3351 -0.5805
H -0.683 1.671 0.306 1.0420 -0.2233 0.2083
H 1.502 0.727 -0.801 0.6302 0.0560 0.2446
H 0.347 0.537 2.366 0.3949 4.4728 1.5358
H 0.706 1.759 3.511 0.1897 -0.3384 0.9532
O 0.473 1.651 2.594 -0.7362 -3.6225 -2.3488
```
Forces are in eV/Å.

The spin multiplicity is 1. The HOMO energy is -13.53 eV. The value obtained for the lowest unoccupied orbital energy is -8.4 eV. The charge is +1. The energy above the lowest of the compared OMol25 structures with the same formula, charge and spin comes out at 1261.5 kJ/mol.

Atom charges from the natural (NBO) analysis, given in e for atoms 1 to 2: O -0.444; C -0.069

=====

Computed values of largest force on an atom (unit: hartree/bohr) for the preceding records, in sequence: 0.013, 0.050, 0.082, 0.120.